# 1
Below is a single C22H29N3O4S molecule, with properties calculated with wB97M-V/def2-TZVPD.

Atoms and positions in Å:
C  -2.9918  -1.7851  -2.1228
C  -3.6099  -1.8182  -0.7330
O  -4.2986  -0.6068  -0.5235
C  -4.4608  -0.2450  0.8258
C  -4.8526  1.2313  0.8838
C  -3.8436  2.1040  0.1356
N  -2.5031  1.9372  0.6515
C  -1.4860  1.4990  -0.1073
O  -1.5544  1.3405  -1.3104
C  -0.1947  1.2101  0.6771
C  0.9193  2.1788  0.3646
C  1.0383  2.8055  -0.8690
C  2.0957  3.6635  -1.1163
C  3.0445  3.9043  -0.1386
C  2.9225  3.2971  1.0996
C  1.8622  2.4468  1.3515
N  0.1734  -0.1848  0.3998
C  0.9498  -0.4397  -0.7938
C  2.4015  -0.1381  -0.5986
C  3.2733  0.4060  -1.4868
C  4.5813  0.5503  -0.9696
C  4.6863  0.1176  0.3091
S  3.1897  -0.4869  0.9055
C  -0.4272  -1.1141  1.1662
O  -1.1920  -0.8063  2.0700
C  -0.1457  -2.5913  0.8885
N  1.2392  -2.9801  1.0006
C  1.9200  -3.5518  -0.0225
C  3.2985  -4.0400  0.3534
O  1.4450  -3.6524  -1.1353
H  -2.3583  -0.9059  -2.2110
H  -3.7733  -1.7220  -2.8745
H  -2.4002  -2.6802  -2.2954
H  -4.3018  -2.6700  -0.6300
H  -2.8235  -1.9317  0.0270
H  -3.5224  -0.4086  1.3774
H  -5.2412  -0.8601  1.3027
H  -5.8280  1.3636  0.4161
H  -4.9209  1.5367  1.9299
H  -3.8133  1.8073  -0.9144
H  -4.1355  3.1574  0.2095
H  -2.4006  1.9483  1.6547
H  -0.4054  1.2485  1.7522
H  0.3046  2.6236  -1.6388
H  2.1794  4.1425  -2.0805
H  3.8741  4.5664  -0.3374
H  3.6548  3.4850  1.8709
H  1.7714  1.9714  2.3182
H  0.5569  0.1904  -1.5981
H  0.8274  -1.4795  -1.1059
H  2.9902  0.7017  -2.4805
H  5.4005  0.9653  -1.5284
H  5.5456  0.1110  0.9493
H  -0.7500  -3.1523  1.6115
H  -0.4744  -2.8561  -0.1219
H  1.6682  -2.9093  1.9090
H  3.2122  -4.8851  1.0334
H  3.8208  -4.3590  -0.5435
H  3.8627  -3.2509  0.8436

Forces on atoms 1 to 3 (eV/Å):
C -0.200 0.077 0.378
C 0.150 -0.212 -0.157
O -0.014 0.222 -0.141

Output
HOMO energy, eV: -8.516
Net charge: 0
SMILES: CCOCCCNC(=O)[C@H](c1ccccc1)N(Cc1cccs1)C(=O)CNC(C)=O
HOMO-LUMO gap, eV: 8.95


# 2
Below is a single C22H29N3O5S molecule, with properties calculated with wB97M-V/def2-TZVPD.

Atoms and positions in Å:
C  0.1389  5.1751  -2.4644
C  -0.5291  3.8559  -2.0843
C  -0.8171  3.0248  -3.3324
C  0.3715  3.0846  -1.1180
N  -0.2243  1.8077  -0.7493
C  0.5168  0.7691  -0.3136
O  1.7346  0.8109  -0.2844
C  -0.3033  -0.4388  0.1330
C  0.6038  -1.5533  0.6669
C  1.4179  -2.1853  -0.4661
N  0.5956  -2.6081  -1.5723
S  0.1256  -4.1940  -1.6516
O  -0.5226  -4.3709  -2.9183
O  1.2729  -4.9884  -1.3290
C  -1.1026  -4.4615  -0.3633
C  -2.4409  -4.2840  -0.6561
C  -3.3836  -4.4659  0.3432
C  -2.9764  -4.8240  1.6191
C  -1.6318  -5.0147  1.8983
C  -0.6874  -4.8340  0.9004
C  -0.2886  -1.6012  -2.0951
C  -1.1735  -0.9899  -1.0055
C  0.5911  3.8238  0.2155
O  -0.2004  4.6198  0.6740
N  1.7222  3.4307  0.8359
C  1.9260  3.6676  2.2532
C  1.7793  2.3861  3.0062
C  2.6673  1.6556  3.7389
C  1.9753  0.4926  4.1576
C  0.7237  0.5992  3.6396
O  0.5936  1.7395  2.9406
H  -0.4941  5.7298  -3.1522
H  1.0967  4.9928  -2.9474
H  0.3023  5.7849  -1.5806
H  -1.4668  4.0797  -1.5645
H  -1.4727  3.5740  -4.0032
H  0.1088  2.8075  -3.8607
H  -1.2958  2.0809  -3.0824
H  1.3372  2.8678  -1.5862
H  -1.2188  1.8184  -0.5853
H  -0.9545  -0.0892  0.9444
H  1.2930  -1.1409  1.4051
H  -0.0165  -2.3099  1.1524
H  1.9577  -3.0667  -0.1209
H  2.1407  -1.4521  -0.8359
H  -2.7233  -4.0265  -1.6650
H  -4.4329  -4.3334  0.1265
H  -3.7116  -4.9661  2.3971
H  -1.3204  -5.3078  2.8895
H  0.3644  -4.9944  1.0775
H  -0.8865  -2.0805  -2.8709
H  0.3225  -0.8154  -2.5547
H  -1.7940  -0.2065  -1.4436
H  -1.8350  -1.7579  -0.5981
H  2.2257  2.6429  0.4405
H  1.1668  4.3943  2.5600
H  2.9230  4.0794  2.4270
H  3.6824  1.9145  3.9583
H  2.3612  -0.3072  4.7552
H  -0.1341  -0.0410  3.6994

Forces on atoms 1 to 3 (eV/Å):
C -0.178 -0.125 0.221
C 0.226 -0.082 -0.042
C -0.054 0.092 0.252

Output
HOMO energy, eV: -8.770
Net charge: 0
SMILES: CC(C)[C@H](NC(=O)C1CCN(S(=O)(=O)c2ccccc2)CC1)C(=O)NCc1ccco1
HOMO-LUMO gap, eV: 9.20


# 3
Below is a molecular structure, C22H29N4OSSi2Ti, with properties calculated with wB97M-V/def2-TZVPD.

Atoms and positions in Å:
Ti  -0.8709  -0.2261  -0.6821
O  -1.7906  1.0627  0.6184
C  -2.2487  2.2723  0.6125
C  -2.8256  2.7948  1.7983
C  -3.3362  4.0691  1.8649
C  -3.2969  4.9119  0.7528
C  -2.7334  4.4367  -0.4127
C  -2.2159  3.1397  -0.5172
C  -1.6320  2.7028  -1.7814
N  -0.8220  1.6778  -1.9936
C  -0.5037  1.6900  -3.3358
C  -1.1374  2.7170  -3.9478
N  -1.8392  3.3655  -2.9535
H  -2.8415  2.1321  2.6546
H  -3.7664  4.4236  2.7950
H  -3.6829  5.9211  0.8079
H  -2.6677  5.1119  -1.2593
H  0.1187  0.9243  -3.7655
H  -1.1688  3.0345  -4.9742
H  -2.4689  4.1349  -3.0784
C  2.9786  -0.4858  2.7420
Si  1.3889  -0.0414  1.7950
C  0.0416  -0.0655  3.1200
C  1.6882  1.7355  1.2283
C  0.9358  -1.1671  0.4091
C  0.0108  -2.2384  0.8385
C  0.3047  -3.3933  1.5662
C  -0.7032  -4.2896  1.8772
C  -1.9989  -4.0213  1.4575
C  -2.2257  -2.8619  0.7346
N  -1.2608  -1.9994  0.4289
Si  2.2292  -1.7172  -0.7764
C  3.7987  -2.4915  -0.0277
C  2.8941  -0.2541  -1.7755
C  1.5508  -3.0107  -1.9723
H  3.0223  0.1069  3.6616
H  3.8853  -0.2741  2.1722
H  3.0032  -1.5409  3.0269
H  0.1690  0.7957  3.7822
H  0.1267  -0.9708  3.7283
H  -0.9611  -0.0231  2.6945
H  1.7348  2.3987  2.0969
H  0.9160  2.1166  0.5565
H  2.6461  1.8093  0.7046
H  1.3289  -3.5578  1.8774
H  -0.4850  -5.1886  2.4413
H  -2.8192  -4.6916  1.6744
H  -3.2197  -2.6162  0.3757
H  4.3781  -1.7654  0.5446
H  4.4353  -2.8657  -0.8358
H  3.5812  -3.3353  0.6329
H  3.6186  0.3195  -1.1903
H  2.1078  0.4376  -2.0871
H  3.4039  -0.6130  -2.6740
H  0.9435  -3.7618  -1.4612
H  2.3798  -3.5283  -2.4631
H  0.9223  -2.5646  -2.7447
S  -2.0004  -1.9622  -5.1724
C  -1.6411  -1.5176  -3.6433
N  -1.3790  -1.2023  -2.5468

Forces on atoms 1 to 3 (eV/Å):
Ti 0.050 0.766 -0.772
O -0.171 -0.161 -0.082
C 0.060 0.157 0.015

Output
Expectation value of S²: 2.008
HOMO energy (spin up / spin down), eV: -2.532 / -5.025
Multiplicity: 3
Net charge: -1
HOMO-LUMO gap (spin up / spin down), eV: 5.19 / 7.68